[1]
The following is a quantum chemistry calculation of C22H27Cl2NO2Tc as an isolated structure in a non-equilibrium geometry, from the Open Molecules 2025 dataset.

Each line ends with the natural charge from an NBO analysis.
Geometry (Å):
C -2.74896 0.49502 -0.37457  -0.08
C -2.39769 -0.79781 -0.98982  -0.13
C -1.83221 -0.49511 -2.30287  -0.07
C -3.09848 -2.07885 -0.68217  -0.62
C -1.85737 0.90101 -2.49494  -0.03
C -2.41990 1.52211 -1.35475  -0.04
C -2.73711 2.96254 -1.23119  -0.63
C -3.79558 0.64012 0.68029  -0.63
C -1.48671 -1.48614 -3.34454  -0.63
C -1.31082 1.60640 -3.69145  -0.62
Tc -0.79407 -0.11712 0.20681  0.85
Cl 0.28150 -2.03490 -0.52329  0.10
Cl -1.34288 -1.55749 1.94001  -0.54
O 0.33321 1.12335 -0.81316  -1.06
H -3.51589 -2.05721 0.32253  0.23
H -2.39466 -2.91072 -0.74646  0.21
H -3.90859 -2.24904 -1.39970  0.17
H -1.34863 -2.48150 -2.91698  0.21
H -0.55761 -1.20614 -3.85859  0.20
H -2.27281 -1.55722 -4.11144  0.18
H -0.47955 1.04553 -4.14535  0.20
H -0.93580 2.60524 -3.42390  0.21
H -2.08650 1.73070 -4.46249  0.18
H -1.88801 3.57796 -1.56625  0.20
H -2.95306 3.21246 -0.18684  0.21
H -3.61355 3.22806 -1.84694  0.18
H -3.74602 -0.19854 1.38087  0.23
H -4.80219 0.67564 0.23297  0.17
H -3.62767 1.56857 1.23953  0.22
H 1.28389 1.07387 -0.62241  0.44
O -0.79657 1.32510 1.63657  -1.00
H -0.61073 2.21395 1.28820  0.43
C 4.01058 -2.86404 -1.05455  -0.26
C 2.76620 -2.52852 -1.50117  -0.29
C 2.00251 -1.45005 -0.85587  -0.24
C 2.54131 -0.93766 0.45930  0.20
C 3.86037 -1.27982 0.80432  -0.30
C 4.56780 -2.22020 0.07138  -0.31
N 1.68241 -0.20347 1.15265  -0.56
C 1.92170 0.35520 2.39078  0.20
C 1.90618 -0.41201 3.58164  -0.19
C 2.11090 0.18225 4.82414  -0.24
C 2.32088 1.56201 4.92782  -0.28
C 2.29861 2.34747 3.76835  -0.22
C 2.08262 1.75873 2.52610  -0.22
H 4.59448 -3.62024 -1.58448  0.18
H 2.29410 -2.99721 -2.36366  0.19
H 1.84146 -0.64230 -1.58803  0.24
H 4.29696 -0.79195 1.67648  0.20
H 5.58708 -2.44420 0.36557  0.18
H 1.70083 -1.47645 3.48903  0.22
H 2.09894 -0.43391 5.72189  0.19
H 2.49367 2.02550 5.90212  0.18
H 2.43488 3.42879 3.82951  0.19
H 2.04652 2.36224 1.61904  0.22

Force components x, y, z for each atom (eV/Å):
-0.244 -0.311 -1.582
-0.547 1.048 -0.820
-1.007 0.914 0.232
0.076 -0.119 -0.053
-0.422 -0.615 0.754
-0.367 -1.152 -0.327
0.282 0.246 0.138
0.040 0.200 0.225
0.284 -0.212 -0.166
0.141 0.150 -0.069
1.849 1.690 2.659
0.457 -1.495 -0.892
-0.825 -0.851 1.543
1.419 1.791 -1.438
0.074 -0.147 -0.021
-0.133 -0.221 0.095
-0.088 -0.062 -0.079
0.039 0.011 -0.060
-0.022 -0.141 -0.028
0.031 -0.067 -0.054
-0.185 0.145 0.136
-0.056 -0.232 -0.073
0.118 0.050 -0.011
-0.164 0.038 0.095
0.007 0.102 -0.150
0.099 0.115 0.137
-0.011 0.235 0.019
0.060 0.001 0.040
-0.076 -0.221 0.075
-0.745 -0.150 0.123
-0.723 0.353 -0.114
0.092 -0.610 -0.237
-0.027 -0.161 -0.124
0.209 -0.266 -0.052
0.379 0.136 -0.488
-0.497 0.391 0.588
-0.103 0.228 0.144
0.633 -0.029 0.026
-0.086 -0.411 -0.699
0.292 0.405 0.927
0.066 0.218 -0.482
0.023 0.298 -0.233
0.022 -0.003 -0.097
-0.077 -0.361 0.024
0.177 -0.493 -0.125
-0.140 0.127 0.136
0.235 0.058 0.091
-0.371 -0.031 0.483
-0.085 -0.222 -0.125
0.021 -0.108 -0.012
0.051 0.171 0.048
-0.015 0.084 -0.120
-0.079 -0.132 -0.235
-0.037 -0.237 0.029
-0.047 -0.144 0.202

Calculated values
E = -56079.061 eV
HOMO-LUMO gap (alpha / beta) = 4.688 / 4.888 eV
lowest unoccupied orbital energy (alpha / beta) = 5.3 / 5.3 eV
total charge = -2
spin multiplicity = 4

=====

[2]
The following is a quantum chemistry calculation of a 3-piece molecular cluster, C22H27ClN4O7S overall in a non-equilibrium geometry, from the Open Molecules 2025 dataset.

Each line ends with the natural charge from an NBO analysis.
Geometry (Å):
C -0.74860 2.69763 -2.14230  -0.67
C 0.30877 1.83165 -3.07031  -0.15
Cl 1.15692 2.96181 -4.32486  -0.11
C 1.37733 1.11242 -2.05482  -0.49
C 0.67927 0.18569 -0.88306  0.06
C 1.02671 0.35777 0.74233  -0.05
C 2.10173 1.55923 1.18975  0.14
C 3.57824 1.04441 1.67142  -0.21
C 4.65772 2.22708 2.13174  -0.19
C 4.11347 3.80614 2.05192  -0.28
C 2.57431 4.01651 1.53249  0.01
N 1.59276 2.96787 1.09104  -0.45
C 0.29566 -0.65658 1.83412  0.32
O 0.66451 -0.47020 3.27613  -0.70
C -0.80997 -1.82333 1.38549  0.18
O -1.48265 -2.73957 2.32063  -0.38
N -2.43780 -2.12615 3.04133  0.39
O -2.13874 -2.39230 4.21671  -0.27
C -1.13530 -1.90971 -0.25040  0.12
N -2.14081 -2.90235 -0.81265  -0.56
S -2.14461 -2.61128 -2.55586  0.77
N -0.93038 -1.32528 -2.74243  -0.58
C -0.40705 -0.94600 -1.37472  0.11
H -1.66511 2.01240 -1.88557  0.24
H -1.06598 3.66426 -2.72204  0.23
H -0.17375 3.00063 -1.15633  0.24
H -0.26123 1.02635 -3.74195  0.24
H 2.11560 1.90926 -1.59857  0.26
H 2.05128 0.39122 -2.72402  0.24
H 3.95339 -0.06217 1.74082  0.30
H 5.74919 2.02250 2.50377  0.23
H 4.82184 4.70636 2.36857  0.24
H 2.19000 5.14689 1.49785  0.22
H 0.37154 0.46050 3.51680  0.50
C 3.56867 -5.60153 1.77670  -0.64
C 2.58827 -4.71207 1.03341  -0.07
O 2.87264 -3.32347 1.26653  -0.49
C 3.80821 -2.60876 0.60649  0.84
C 4.78634 -3.32299 -0.27685  -0.75
O 3.88766 -1.39165 0.76593  -0.62
H 4.59392 -5.43952 1.44140  0.21
H 3.31812 -6.65613 1.63252  0.22
H 3.54793 -5.37571 2.84817  0.22
H 2.55092 -4.92776 -0.03885  0.18
H 1.57905 -4.89152 1.41942  0.21
H 5.71573 -3.47684 0.27834  0.25
H 4.98640 -2.70093 -1.15680  0.25
H 4.42776 -4.27903 -0.65684  0.22
C -7.17207 2.90680 -0.56544  -0.64
C -5.85973 3.38052 -1.16389  -0.07
O -4.74055 2.77512 -0.49730  -0.50
C -4.25943 1.54320 -0.76680  0.80
C -5.04797 0.62758 -1.65394  -0.75
O -3.21057 1.15908 -0.25157  -0.58
H -7.29874 1.82887 -0.67414  0.21
H -8.01760 3.40660 -1.04609  0.22
H -7.19789 3.12063 0.50839  0.22
H -5.80468 3.21746 -2.24464  0.18
H -5.76575 4.46089 -1.00983  0.20
H -5.62915 -0.05537 -1.02825  0.25
H -4.35169 0.05073 -2.27340  0.25
H -5.71404 1.14216 -2.34569  0.21

Force components x, y, z for each atom (eV/Å):
0.756 -0.116 -0.421
-1.414 -0.660 1.057
-0.488 -1.124 1.358
0.804 -0.750 -0.508
-0.577 -0.522 2.563
-1.828 -1.378 -3.325
1.644 0.239 0.750
0.030 5.337 0.846
-4.696 1.819 -1.494
-2.216 -4.023 -1.030
1.730 -1.936 0.342
5.668 -1.406 2.131
-1.495 -1.064 -1.190
-1.701 0.597 -3.639
2.214 3.302 -2.207
3.217 1.178 -3.896
1.302 -0.294 5.788
-2.441 1.218 -3.563
-0.927 -0.955 -0.466
4.135 4.633 -0.742
3.078 2.489 3.671
0.161 -0.281 5.271
-1.785 -2.088 0.457
1.840 1.443 -0.395
0.452 -1.946 1.154
-1.345 -0.556 -1.945
1.410 1.832 1.621
-1.754 -1.576 -0.712
-1.429 1.388 1.528
-1.419 2.781 -0.131
-2.418 0.250 -0.851
-1.890 -2.123 -0.815
0.754 -2.922 -0.034
0.538 -1.457 -0.577
0.120 0.078 0.126
0.140 -0.393 0.026
0.053 0.920 -0.142
-0.090 0.847 0.289
-0.048 -0.150 -0.730
-0.300 -3.051 -0.519
-0.037 -0.079 -0.084
-0.001 0.125 0.015
-0.114 -0.065 -0.168
0.114 0.095 0.091
0.176 0.376 -0.043
-0.107 0.039 -0.086
0.087 0.030 0.390
0.070 -0.020 0.221
-0.022 -0.088 0.138
-0.293 -0.122 -0.001
0.560 0.122 0.145
1.478 -0.680 0.788
-0.033 -0.102 -0.727
-1.927 1.049 -0.764
-0.028 0.045 -0.104
0.095 -0.032 0.049
0.020 0.074 -0.193
0.005 -0.109 0.121
0.261 -0.274 0.088
0.095 0.055 -0.095
-0.073 -0.004 0.386
-0.111 -0.012 0.184

Calculated values
E = -66881.192 eV
HOMO-LUMO gap = 6.656 eV
lowest unoccupied orbital energy = -1.6 eV
total charge = 0

=====

[3]
The following is a quantum chemistry calculation of C22H27CoN5O3 as an isolated structure in a non-equilibrium geometry, from the Open Molecules 2025 dataset.

Each line ends with the natural charge from an NBO analysis.
Geometry (Å):
Co 1.52633 -0.85109 0.57811  1.34
C -5.01077 3.03211 4.23821  -0.26
O -5.34187 3.71221 3.04411  -0.46
C -5.19707 3.06171 1.87871  0.36
C -4.73677 1.74241 1.77221  -0.26
C -4.56637 1.15901 0.54471  -0.17
C -4.85947 1.87531 -0.63359  0.01
C -5.38927 3.17711 -0.52179  -0.14
C -5.53457 3.76381 0.70571  -0.25
N -4.67177 1.34461 -1.85119  -0.08
N -4.09107 0.29951 -2.18439  -0.03
C -2.90177 -0.19849 -1.90729  0.03
C -2.65877 -1.56119 -2.22199  -0.07
C -1.57217 -2.24099 -1.74289  -0.34
C -0.61047 -1.57759 -0.94369  0.55
O 0.37713 -2.15219 -0.35069  -0.71
C -0.72177 -0.15819 -0.81149  0.06
N 0.34533 0.45051 -0.21939  -0.49
C 0.36173 1.78251 -0.15309  0.07
C -0.65937 2.56371 -0.66299  -0.21
C -1.77537 1.96021 -1.22769  -0.14
C -1.83387 0.56811 -1.29259  -0.06
H -5.24607 3.71271 5.05281  0.22
H -3.94577 2.77891 4.27191  0.19
H -5.60317 2.11981 4.35401  0.19
H -4.51737 1.16191 2.65211  0.23
H -4.20947 0.14341 0.47671  0.22
H -5.65947 3.70511 -1.42069  0.24
H -5.91757 4.76871 0.80191  0.25
H -3.41077 -2.06899 -2.80429  0.25
H -1.45087 -3.29529 -1.93699  0.25
H 1.23073 2.23291 0.30661  0.23
H -0.57947 3.63751 -0.63949  0.24
H -2.56137 2.56291 -1.65549  0.24
C 1.48803 -0.13859 2.41941  -1.18
H 1.12953 -0.91879 3.09401  0.21
H 0.87013 0.74631 2.54631  0.19
H 2.51503 0.11081 2.68001  0.21
C 6.59033 -1.60719 -1.01229  -0.41
N 5.25463 -1.07679 -0.82599  -0.43
C 5.18523 0.35011 -0.56439  -0.40
C 4.20303 -1.81209 -0.39549  0.82
O 3.34243 -1.24719 0.33561  -0.79
N 4.08063 -3.10839 -0.72659  -0.42
C 3.06103 -3.89899 -0.06299  -0.42
C 4.63843 -3.69199 -1.92899  -0.41
H 7.27693 -1.08219 -0.34709  0.21
H 6.92863 -1.45609 -2.03769  0.21
H 6.62573 -2.66419 -0.76889  0.22
H 5.94903 0.85571 -1.14889  0.21
H 5.33653 0.56811 0.49621  0.21
H 4.20343 0.72231 -0.85739  0.21
H 2.88853 -3.50739 0.93911  0.23
H 3.40833 -4.92899 0.01101  0.21
H 2.11523 -3.87399 -0.60799  0.21
H 5.02213 -2.91609 -2.58779  0.22
H 3.84863 -4.23229 -2.45289  0.21
H 5.43133 -4.40499 -1.69269  0.21

Force components x, y, z for each atom (eV/Å):
0.202 -0.066 1.144
0.103 -0.268 0.461
-0.106 0.036 -0.682
0.036 0.034 -0.056
-0.010 -0.041 0.329
-0.042 0.183 -0.287
0.183 0.016 1.364
0.089 -0.093 -0.026
-0.024 0.028 0.264
-0.070 -0.008 -1.403
-0.359 -0.451 -0.203
0.213 0.629 0.370
0.317 -0.430 0.197
-0.539 -0.083 -0.330
1.508 -1.450 0.905
-1.871 0.015 -1.334
-0.118 2.070 0.219
-1.308 1.096 -1.558
0.171 -0.534 0.151
-0.687 -0.142 -0.345
0.479 0.240 0.191
0.612 -0.478 0.259
0.025 -0.017 -0.086
-0.094 0.057 -0.043
0.005 0.088 -0.015
0.053 -0.011 0.124
0.031 -0.129 0.020
-0.029 0.092 -0.157
-0.022 0.059 0.000
-0.128 -0.099 -0.047
0.036 -0.062 0.004
0.034 -0.053 0.063
0.034 0.128 0.051
-0.021 0.058 0.041
-0.052 -0.384 0.271
0.060 0.116 0.255
-0.158 0.131 0.091
0.137 0.039 0.179
0.187 -0.115 -0.074
-0.241 -0.095 0.054
-0.218 0.186 0.066
-0.081 0.269 0.116
1.320 -0.343 -0.471
-0.005 0.099 0.053
-0.178 -0.088 0.245
0.155 -0.090 -0.143
0.010 -0.028 0.043
0.057 -0.064 -0.023
0.030 0.004 0.000
0.025 -0.027 -0.063
0.021 0.027 -0.045
0.137 0.073 0.033
0.034 -0.122 -0.077
0.010 0.016 0.008
0.032 -0.025 -0.013
0.005 -0.073 0.010
-0.011 0.048 -0.024
0.020 0.030 -0.081

Calculated values
E = -74463.845 eV
HOMO-LUMO gap (alpha / beta) = 5.249 / 6.639 eV
lowest unoccupied orbital energy (alpha / beta) = -4.3 / -4.7 eV
total charge = +1
spin multiplicity = 5

=====

[4]
The following is a quantum chemistry calculation of a 3-piece molecular cluster, C22H27F2N6O2 overall in a non-equilibrium geometry, from the Open Molecules 2025 dataset.

Each line ends with the natural charge from an NBO analysis.
Geometry (Å):
C 3.16908 4.03440 0.18551  -0.72
C 2.84604 4.45396 1.77202  0.71
O 3.46251 5.45435 2.40876  -0.55
N 1.81982 3.59626 2.47904  -0.56
C 2.08066 3.51121 3.98474  -0.44
C 0.40620 4.09150 2.29677  -0.24
C -0.42879 3.44639 1.05411  -0.44
C 0.10856 2.02698 0.46592  -0.43
C 0.26516 2.20708 -1.18990  -0.47
C 1.24675 0.94329 -1.66197  0.46
N 2.33265 1.13689 -2.73523  -0.37
C 2.89853 -0.29151 -2.77142  0.58
N 3.92999 -0.56594 -3.63962  -0.89
N 2.13161 -1.18336 -1.81646  -0.05
N 2.52546 -2.51098 -1.77896  -0.32
C 2.10630 -3.14134 -0.62184  0.85
O 1.82678 -3.78997 0.52087  -0.41
N 1.15021 -0.48465 -1.13048  -0.40
H 2.78559 2.93012 -0.05500  0.21
H 2.60797 4.74808 -0.55592  0.25
H 4.34879 4.09608 0.09403  0.27
H 3.22265 3.42443 4.22714  0.23
H 1.69205 4.49372 4.51102  0.20
H 1.53516 2.59394 4.50283  0.21
H 0.49365 5.26083 2.07184  0.21
H -0.16741 4.03954 3.34261  0.24
H -1.53851 3.25583 1.45082  0.24
H -0.55817 4.24662 0.17983  0.22
H 1.06166 1.57955 0.96986  0.24
H -0.76188 1.21903 0.58709  0.21
H 0.71634 3.25214 -1.46217  0.27
H -0.80815 2.12503 -1.65967  0.28
H 3.70874 -0.94807 -4.60796  0.45
H 4.91493 -0.32642 -3.37952  0.45
H 0.48843 -0.87784 -0.41527  0.48
F -3.83130 -5.57873 2.72484  -0.32
C -2.54141 -5.73067 3.05303  0.40
C -1.55584 -5.33712 2.15447  -0.30
C -0.21264 -5.49039 2.49787  -0.20
C 0.13021 -6.04621 3.73290  -0.23
C -0.86637 -6.44282 4.62591  -0.19
C -2.20922 -6.27910 4.28680  -0.28
H -1.84112 -4.91508 1.19637  0.22
H 0.56549 -5.17864 1.80558  0.21
H 1.17796 -6.16969 3.99849  0.22
H -0.59712 -6.87896 5.58486  0.23
H -2.99663 -6.57368 4.97261  0.24
F -3.36516 1.42115 -1.61474  -0.33
C -3.46676 0.82243 -2.80882  0.39
C -3.72766 1.58957 -3.93890  -0.29
C -3.82842 0.96723 -5.18313  -0.18
C -3.67781 -0.41818 -5.28182  -0.22
C -3.42115 -1.18011 -4.14098  -0.19
C -3.30938 -0.55615 -2.89872  -0.30
H -3.84995 2.66338 -3.84170  0.23
H -4.02443 1.55902 -6.07381  0.23
H -3.76091 -0.90370 -6.25183  0.23
H -3.30840 -2.25872 -4.21966  0.22
H -3.10134 -1.13203 -2.00305  0.22

Force components x, y, z for each atom (eV/Å):
-0.096 -0.218 0.949
1.761 3.608 2.394
-3.459 -6.251 -4.069
0.891 0.801 0.758
0.415 0.589 1.278
-0.456 1.989 -0.365
-1.265 -0.111 0.405
-1.233 -0.290 -0.905
0.383 -1.523 1.176
1.483 -0.255 -2.131
-2.901 -7.078 5.372
-3.442 3.667 1.568
-0.474 -1.194 -0.035
2.531 3.213 -3.224
-2.896 -3.278 6.511
0.078 -2.277 4.232
2.355 5.584 -10.182
1.251 4.318 -2.499
0.964 2.449 0.815
1.329 -1.110 1.535
-2.655 0.006 -0.048
-2.218 0.154 -0.709
0.863 -1.903 -0.928
0.994 1.848 -1.534
-0.470 -2.342 0.565
1.268 -0.291 -2.525
2.422 0.501 -0.908
0.504 -1.797 1.855
-1.616 1.306 -0.901
1.876 1.678 -0.108
-0.439 -2.396 0.310
2.230 -0.079 0.713
0.566 0.697 2.062
-1.577 -0.344 -0.449
1.017 0.419 -1.098
-0.108 0.032 -0.051
0.910 -0.123 0.269
-0.027 0.042 -0.008
-0.222 -0.179 0.393
-0.008 0.039 -0.060
-0.019 0.185 -0.380
-0.051 0.002 -0.019
-0.047 -0.059 0.091
-0.257 -0.159 0.185
-0.208 0.010 -0.044
-0.090 0.093 -0.180
0.048 0.028 -0.113
0.137 0.210 0.447
-0.141 -0.595 -1.255
0.045 0.064 0.087
0.095 -0.354 0.294
0.010 0.051 0.022
-0.011 0.386 -0.109
0.081 0.079 0.091
-0.003 -0.105 0.027
0.016 -0.086 0.205
0.002 0.094 0.208
-0.031 0.202 0.046
-0.105 0.054 -0.026

Calculated values
E = -41704.143 eV
HOMO-LUMO gap = 6.179 eV
lowest unoccupied orbital energy = -4.9 eV
total charge = +1